<one>
This record from OMol25 describes a 3-piece molecular cluster, C7H14 overall. The level of theory is the ωB97M-V functional and the def2-TZVPD basis.

Calculated values
Spin multiplicity = 1
Structure (SMILES) = C=C1CC1.[H][H].C=CC
Molecular weight = 98.19 Da
E_HOMO = -0.3533 Ha
HOMO-LUMO gap = 10.8 eV

CARTESIAN COORDINATES (ANGSTROEM)
C  -0.25635  -0.29298  -2.69230
C  0.55175  0.17013  -1.74222
C  0.96527  1.60544  -1.59845
C  1.58099  0.19173  1.72849
C  0.29840  -0.08509  1.86492
C  -0.73864  -0.95359  2.43240
C  -1.09758  0.25880  1.57065
H  -1.81853  -1.88561  -0.83366
H  -0.68430  0.36608  -3.44582
H  -0.51163  -1.34754  -2.76131
H  0.95898  -0.51976  -1.00206
H  2.05169  1.71105  -1.71100
H  0.48137  2.23913  -2.34870
H  0.70608  1.98995  -0.60427
H  2.34692  -0.42903  2.18680
H  1.91645  1.05115  1.15154
H  -1.91473  -2.42729  -0.33206
H  -0.88631  -1.94355  2.00463
H  -0.93535  -0.89309  3.50096
H  -1.53971  1.12117  2.06541
H  -1.47474  0.07290  0.56607

---

<two>
This record from OMol25 describes one molecule with the formula C7H14. The level of theory is the ωB97M-V functional and the def2-TZVPD basis.

Calculated values
Spin multiplicity = 1
Structure (SMILES) = C1CCCCCC1
Molecular weight = 98.19 Da
E_HOMO = -0.3662 Ha
HOMO-LUMO gap = 11.1 eV

CARTESIAN COORDINATES (ANGSTROEM)
C  0.06467  -0.56412  -1.53980
C  1.17803  0.44919  -1.23441
C  1.63797  0.48680  0.22876
C  0.54253  0.83667  1.28863
C  -0.46704  -0.32222  1.56300
C  -1.58617  -0.55931  0.56863
C  -1.32136  -0.25271  -0.94139
H  0.37822  -1.55957  -1.20494
H  -0.03185  -0.62258  -2.63385
H  0.85527  1.45612  -1.54358
H  2.04640  0.21663  -1.87319
H  2.10173  -0.47984  0.47714
H  2.45651  1.22405  0.29637
H  1.07141  1.07717  2.21533
H  0.05376  1.76236  0.94836
H  0.15438  -1.21349  1.68440
H  -1.14658  -0.52986  2.44501
H  -1.91690  -1.50988  1.09137
H  -2.47526  0.02509  0.81964
H  -2.08995  -0.74980  -1.53994
H  -1.50576  0.82932  -1.11555

---

<three>
This record from OMol25 describes a 2-piece molecular cluster, C7H14 overall. The level of theory is the ωB97M-V functional and the def2-TZVPD basis.

Calculated values
Spin multiplicity = 1
Structure (SMILES) = CC(C)(C)C.C#C
Molecular weight = 98.19 Da
E_HOMO = -0.3917 Ha
HOMO-LUMO gap = 11.5 eV

CARTESIAN COORDINATES (ANGSTROEM)
C  -1.02678  -0.01886  -0.08673
C  -0.97478  -0.40434  1.38169
C  -1.98875  -0.98561  -0.80538
C  0.37732  -0.03646  -0.52182
C  -1.59980  1.42680  -0.10447
C  3.85444  0.10992  -0.07416
C  5.04252  -0.07849  -0.04183
H  -1.95483  0.06113  1.94321
H  -0.99782  -1.62751  1.36209
H  0.13023  -0.23985  2.01348
H  -2.28222  -0.52243  -1.81754
H  -1.62819  -1.99183  -0.87292
H  -2.92342  -0.99104  -0.21015
H  0.68672  0.26641  -1.49406
H  0.77721  -1.06163  -0.28949
H  0.96730  0.55582  0.15202
H  -0.92477  2.15055  0.25909
H  -1.79218  1.82919  -1.07424
H  -2.62020  1.41095  0.41841
H  2.78555  0.37630  -0.22452
H  6.09245  -0.22901  0.08732

---

<four>
This record from OMol25 describes a 2-piece molecular cluster, C7H14 overall. The level of theory is the ωB97M-V functional and the def2-TZVPD basis.

Calculated values
Spin multiplicity = 1
Structure (SMILES) = C/C=C\C.C=CC
Molecular weight = 98.19 Da
E_HOMO = -0.3252 Ha
HOMO-LUMO gap = 10.0 eV

CARTESIAN COORDINATES (ANGSTROEM)
C  -1.35413  -1.98869  -0.00172
C  -1.29398  -1.42645  -1.39521
C  -1.44807  -0.13729  -1.67840
C  0.71993  1.77186  0.11707
C  0.25380  2.07002  1.51374
C  1.37694  0.68689  -0.29320
C  1.79242  -0.49046  0.54196
H  -1.12993  -1.21485  0.74099
H  -2.35475  -2.38280  0.21560
H  -0.64568  -2.81289  0.13724
H  -1.12875  -2.13528  -2.20691
H  -1.41572  0.24201  -2.69632
H  -1.59482  0.59500  -0.88754
H  0.48239  2.52916  -0.63101
H  0.26173  1.18237  2.15360
H  0.89742  2.82252  1.98637
H  -0.76442  2.47610  1.51124
H  1.63688  0.62350  -1.34949
H  1.66331  -1.42288  -0.01955
H  1.21196  -0.57430  1.46622
H  2.85105  -0.42264  0.82259

---

How do the structures above rank in stability at the extremes? <two> comes first and <three> comes last.